ORCA calculation (ωB97M-V with the def2-TZVPD basis set) on C29H29AuClN2OP as an isolated structure at a distorted geometry.

Spin multiplicity: 3
Net charge: +2
HOMO energy (spin up / spin down) (eV): -14.09 / -13.91

The geometry in XYZ format:
```
64
Properties=species:S:1:pos:R:3:mulliken_spin:R:1
Au 0.449 -0.231 -0.339 0.419
Cl 2.558 -0.519 0.905 0.214
P -0.137 -0.105 -2.491 0.087
C -0.905 1.448 -3.071 0.070
C -2.161 1.516 -3.721 0.011
C -2.589 2.728 -4.276 -0.006
C -1.846 3.894 -4.039 0.048
C -0.714 3.872 -3.210 -0.013
C -0.262 2.650 -2.706 0.034
C 1.495 -0.337 -3.362 0.045
C 2.192 -1.525 -3.058 0.034
C 3.521 -1.708 -3.460 -0.017
C 4.168 -0.716 -4.201 0.056
C 3.505 0.485 -4.488 0.000
C 2.174 0.675 -4.075 0.013
C -1.149 -1.454 -3.177 0.009
C -1.730 -2.403 -2.316 0.008
C -2.526 -3.423 -2.840 0.005
C -2.726 -3.497 -4.225 0.001
C -2.107 -2.589 -5.101 0.003
C -1.288 -1.583 -4.574 0.009
H 1.687 -2.287 -2.456 0.001
H 4.063 -2.614 -3.177 0.000
H 5.194 -0.868 -4.538 0.001
H 4.044 1.269 -5.026 0.000
H 1.651 1.612 -4.293 -0.001
H -2.790 0.623 -3.802 0.001
H -3.490 2.774 -4.899 0.000
H -2.160 4.837 -4.490 0.001
H -0.178 4.797 -2.971 0.000
H 0.589 2.612 -2.017 -0.002
H -1.535 -2.320 -1.244 -0.010
H -2.978 -4.161 -2.169 0.000
H -3.362 -4.282 -4.633 0.000
H -2.246 -2.669 -6.186 0.000
H -0.736 -0.913 -5.245 0.000
H -2.572 0.790 -0.126 0.007
H -2.711 0.061 -0.072 -0.001
C 1.034 1.340 6.306 -0.004
N 0.861 1.294 4.864 0.253
N 0.239 0.286 4.203 0.191
C 0.253 0.517 2.815 -0.032
O -0.203 -0.296 1.963 0.344
C 0.935 1.769 2.684 0.129
C 1.248 2.210 3.947 -0.072
C 1.856 3.464 4.414 0.008
C -0.146 -0.907 4.842 0.044
C -0.966 -0.870 5.971 0.039
C -1.553 -2.051 6.389 -0.012
C -1.376 -3.225 5.649 0.058
C -0.529 -3.250 4.535 -0.022
C 0.200 -2.117 4.187 0.037
H 0.074 1.473 6.829 0.008
H 1.673 2.192 6.547 0.003
H 1.509 0.437 6.733 0.016
H 1.246 2.231 1.764 -0.004
H 1.153 4.035 5.039 -0.005
H 2.780 3.268 4.972 -0.005
H 2.082 4.041 3.513 -0.001
H -1.173 0.078 6.479 -0.001
H -2.193 -2.027 7.268 0.000
H -1.928 -4.117 5.933 0.001
H -0.457 -4.128 3.905 0.000
H 0.993 -2.086 3.418 0.000
```

***

ORCA calculation (ωB97M-V with the def2-TZVPD basis set) on one molecule with the formula C4H10O2.

Spin multiplicity: 1
HOMO energy (eV): -7.44
Relative energy (zero: lowest compared OMol25 entry of this formula, charge and spin) (kcal per mole): 111.7

The geometry in XYZ format:
```
16
Properties=species:S:1:pos:R:3:lowdin_charge:R:1
C 2.169 -0.992 -0.314 -0.126
O 1.227 -0.228 0.395 -0.239
C 0.559 0.753 -0.439 -0.307
C -0.493 1.502 0.305 -0.074
C -2.381 -0.151 0.230 -0.051
O -1.256 0.253 1.026 -0.159
H 1.699 -1.572 -1.125 0.087
H 2.942 -0.348 -0.760 0.089
H 2.647 -1.680 0.389 0.087
H 0.164 0.204 -1.314 0.105
H 1.289 1.486 -0.816 0.120
H -0.037 1.912 1.217 0.048
H -2.879 -0.988 0.726 0.096
H -2.058 -0.424 -0.778 0.093
H -3.022 0.726 0.179 0.096
H -0.571 -0.452 1.078 0.133
```

***

ORCA calculation (ωB97M-V with the def2-TZVPD basis set) on C44H40N5OPS2V as an isolated structure at a distorted geometry.

Spin multiplicity: 3
Net charge: +1
HOMO energy (spin up / spin down) (eV): -8.49 / -9.73
Relative energy (zero: lowest compared OMol25 entry of this formula, charge and spin) (kcal per mole): 82.3

The geometry in XYZ format:
```
94
Properties=species:S:1:pos:R:3:mulliken_spin:R:1
V 0.057 -0.372 0.035 1.538
C -2.313 3.112 2.435 -0.006
C -1.886 1.708 2.047 0.041
N -0.647 1.428 1.767 0.201
N 0.325 2.340 1.963 0.002
C 1.628 1.986 1.926 0.008
N 2.539 2.940 2.210 0.012
S 2.122 0.445 1.563 0.016
C -2.916 0.714 1.961 0.260
C -4.180 1.009 2.523 -0.111
C -5.314 0.292 2.262 0.170
C -5.215 -0.737 1.310 -0.004
C -3.990 -1.090 0.858 0.054
N -2.802 -0.513 1.273 0.160
H -1.706 3.849 1.910 -0.001
H -2.210 3.280 3.508 0.001
H -3.341 3.305 2.141 0.005
H 0.102 3.293 2.254 0.000
H 2.284 3.858 2.540 -0.001
H 3.511 2.681 2.197 0.000
H -4.252 1.829 3.217 0.009
H -6.254 0.516 2.736 0.010
H -6.083 -1.269 0.958 -0.001
H -3.888 -1.908 0.168 0.053
C 6.576 -2.138 1.046 0.000
C 5.360 -2.920 0.525 0.000
C 5.816 -4.255 -0.082 0.000
C 4.444 -3.198 1.720 0.000
C 4.668 -2.076 -0.532 0.003
C 5.388 -1.667 -1.665 0.000
C 4.856 -0.819 -2.613 0.000
C 3.571 -0.338 -2.419 -0.007
S 2.694 0.872 -3.319 0.007
C 1.396 0.733 -2.163 0.031
N 1.574 -0.175 -1.233 -0.055
C 2.809 -0.764 -1.318 0.035
C 3.357 -1.656 -0.397 -0.023
C 0.174 1.470 -2.152 -0.031
C -0.137 2.467 -3.080 -0.020
C -1.381 3.054 -3.052 0.028
C -2.317 2.624 -2.120 -0.028
C -1.994 1.647 -1.193 0.070
C -0.732 1.062 -1.149 -0.102
H 7.089 -2.722 1.806 0.000
H 6.252 -1.201 1.495 0.000
H 7.289 -1.916 0.256 0.000
H 6.312 -4.853 0.680 0.000
H 6.514 -4.104 -0.902 0.000
H 4.960 -4.816 -0.453 0.000
H 4.988 -3.774 2.464 0.000
H 3.569 -3.774 1.425 0.000
H 4.129 -2.263 2.180 0.000
H 6.410 -1.990 -1.786 0.000
H 5.439 -0.511 -3.466 0.000
H 2.744 -1.956 0.442 0.004
H 0.601 2.750 -3.816 0.000
H -1.635 3.821 -3.766 0.001
H -3.304 3.060 -2.113 -0.001
H -2.764 1.336 -0.500 0.011
O -0.562 -1.048 1.666 -0.080
C -1.628 -1.246 1.016 -0.279
C -1.895 -2.637 0.493 -0.047
C -2.371 -3.633 1.339 -0.001
C -2.587 -4.908 0.844 0.002
C -2.355 -5.193 -0.494 0.000
C -1.871 -4.212 -1.338 -0.006
C -1.643 -2.932 -0.846 0.006
P -0.796 -1.612 -1.765 0.072
C 0.307 -2.673 -2.756 -0.065
C 1.286 -3.336 -2.016 0.029
C 2.145 -4.223 -2.633 0.005
C 2.020 -4.474 -3.991 -0.002
C 1.038 -3.832 -4.726 0.001
C 0.181 -2.929 -4.117 -0.002
C -1.984 -0.950 -2.967 0.010
C -1.528 -0.255 -4.088 0.000
C -2.430 0.332 -4.954 0.004
C -3.792 0.250 -4.702 -0.002
C -4.250 -0.440 -3.592 -0.005
C -3.350 -1.033 -2.725 -0.007
H -2.552 -3.412 2.381 0.001
H -2.946 -5.681 1.504 0.000
H -2.526 -6.186 -0.878 0.000
H -1.662 -4.429 -2.375 0.000
H 1.333 -3.168 -0.945 0.031
H 2.898 -4.732 -2.052 0.000
H 2.676 -5.186 -4.469 0.000
H 0.920 -4.045 -5.779 0.000
H -0.596 -2.455 -4.698 -0.001
H -0.466 -0.184 -4.282 -0.004
H -2.068 0.853 -5.827 0.001
H -4.494 0.726 -5.370 0.000
H -5.310 -0.523 -3.404 0.000
H -3.709 -1.581 -1.868 0.002
```

***

ORCA calculation (ωB97M-V with the def2-TZVPD basis set) on one molecule with the formula C7H14N2 at a distorted geometry.

Spin multiplicity: 1
HOMO energy (spin up / spin down) (eV): -8.80 / -8.81
Relative energy (zero: lowest compared OMol25 entry of this formula, charge and spin) (kcal per mole): 135.8

The geometry in XYZ format:
```
23
Properties=species:S:1:pos:R:3:lowdin_charge:R:1
C 2.760 -0.549 -0.100 -0.324
C 2.519 0.913 0.260 -0.165
C 0.955 1.220 0.030 -0.265
C -0.839 -1.071 -1.155 -0.043
C -1.519 -1.383 0.993 -0.056
C -1.960 0.945 -0.045 -0.032
C -0.980 -0.220 0.134 -0.586
N 2.047 -1.491 0.174 0.197
N 0.224 0.285 0.744 0.068
H 3.827 -0.518 -0.556 0.137
H 2.858 1.127 1.354 0.142
H 2.963 1.757 -0.207 0.072
H 0.963 2.254 0.633 0.163
H 0.555 1.182 -1.057 0.141
H 0.049 -1.507 -1.193 0.005
H -1.590 -1.767 -1.258 0.059
H -0.873 -0.386 -2.015 0.088
H -2.537 -1.552 0.683 0.080
H -1.745 -1.002 1.969 0.075
H -0.872 -2.160 1.030 0.049
H -1.939 1.518 -0.941 0.069
H -2.923 0.614 -0.077 0.050
H -1.945 1.789 0.601 0.076
```

***

ORCA calculation (ωB97M-V with the def2-TZVPD basis set) on one molecule with the formula C16H22N4O2P2 at a distorted geometry.

Spin multiplicity: 1
HOMO energy (eV): -8.64

The geometry in XYZ format:
```
46
Properties=species:S:1:pos:R:3:lowdin_charge:R:1
O -1.879 0.664 -0.236 -0.284
O 1.266 -2.227 0.956 -0.298
C 0.820 3.636 3.035 -0.116
C 0.277 -0.222 -4.810 -0.110
C 1.757 2.611 3.007 -0.073
C -0.482 3.427 2.581 -0.077
C -0.989 0.002 -4.235 -0.053
C 1.105 -0.996 -4.126 -0.148
C 1.429 1.295 2.506 -0.009
C -0.802 2.138 2.154 -0.051
C -1.332 -0.338 -2.884 -0.003
C 0.822 -1.555 -2.916 -0.035
C 0.117 1.070 1.991 -0.252
C -0.320 -1.076 -2.190 -0.330
N -2.636 -1.544 1.069 -0.290
N 2.084 -0.036 -0.154 -0.274
N -0.213 -0.223 1.441 -0.106
N -0.442 -1.481 -0.890 -0.094
C -3.438 -0.844 2.149 -0.093
C -2.276 -2.953 1.476 -0.108
C 1.645 1.162 -1.039 -0.036
C 3.290 -0.858 -0.380 -0.138
P -1.408 -0.629 0.292 0.530
P 0.725 -1.025 0.305 0.465
H 1.170 4.515 3.503 0.084
H 0.631 -0.002 -5.789 0.101
H 2.639 2.879 3.551 0.090
H -1.325 4.151 2.809 0.126
H -1.784 0.530 -4.911 0.132
H 2.012 -1.255 -4.566 0.094
H 2.236 0.558 2.488 0.106
H -1.843 1.937 1.912 0.092
H -2.187 0.035 -2.379 0.078
H 1.477 -2.364 -2.543 0.124
H -4.052 -0.084 1.744 0.054
H -2.904 -0.369 2.966 0.071
H -4.172 -1.637 2.581 0.113
H -1.632 -2.887 2.333 0.068
H -3.221 -3.445 1.726 0.070
H -1.774 -3.505 0.598 0.105
H 2.178 0.959 -1.979 0.082
H 0.569 1.198 -1.185 0.061
H 1.951 2.015 -0.441 0.073
H 3.113 -1.464 -1.360 0.079
H 4.210 -0.221 -0.613 0.095
H 3.589 -1.542 0.454 0.082
```

***

ORCA calculation (ωB97M-V with the def2-TZVPD basis set) on a 2-piece molecular cluster, C2H10N3 overall at a distorted geometry.

Spin multiplicity: 1
Net charge: +1
HOMO energy (eV): -13.74
Relative energy (zero: lowest compared OMol25 entry of this formula, charge and spin) (kcal per mole): 76.6

The geometry in XYZ format:
```
15
Properties=species:S:1:pos:R:3:lowdin_charge:R:1
C -0.833 -0.884 -1.819 -0.129
N 0.525 -0.234 -1.959 -0.084
H -0.907 -1.228 -2.872 0.094
H -1.669 -0.186 -1.805 0.073
H -0.911 -1.535 -0.962 0.065
H 1.125 -0.852 -2.484 0.082
H 0.590 0.695 -2.351 0.087
H 1.079 -0.365 -0.253 0.071
N -0.526 1.040 2.242 0.170
C -0.179 0.223 1.256 -0.195
N 1.011 -0.167 0.792 0.146
H -1.391 0.787 2.722 0.149
H 0.122 1.442 2.936 0.150
H -0.826 0.592 0.411 0.173
H 1.586 0.687 0.867 0.150
```